1.
Here is C44H31Cl5O3P2PtS as an isolated structure from OMol25. Energies are from ωB97M-V/def2-TZVPD.

Summary:
HOMO (alpha / beta) = -12.8 / -13.9 eV
gap between HOMO and LUMO (alpha / beta) = 7.57 / 6.55 eV
energy = -5421.6194 Eh
LUMO level (alpha / beta) = -5.2251 / -7.4006 eV

Structure (ORCA input):
```
! RIJCOSX wB97M-V def2-TZVPD def2/J DEFGRID3
* xyz 2 5
Pt 0.770 0.670 0.787
O 3.914 -1.011 1.380
S 2.556 -1.182 0.840
C 2.657 -1.835 -0.802
C 3.499 -2.918 -1.028
C 3.582 -3.441 -2.308
C 2.840 -2.881 -3.341
C 2.039 -1.773 -3.112
C 1.958 -1.222 -1.835
P 1.098 0.336 -1.559
C 2.334 1.645 -1.668
C 1.878 2.967 -1.659
C 2.785 4.011 -1.668
C 4.150 3.744 -1.673
C 4.606 2.434 -1.678
C 3.702 1.381 -1.677
C -0.050 0.545 -2.914
C -1.162 -0.295 -2.962
C -1.974 -0.307 -4.082
C -1.694 0.537 -5.149
C -0.595 1.383 -5.099
C 0.238 1.383 -3.991
C 1.750 -2.476 1.746
C 2.569 -3.487 2.243
C 1.998 -4.509 2.981
C 0.630 -4.508 3.230
C -0.164 -3.473 2.764
C 0.387 -2.433 2.017
P -0.656 -1.039 1.509
C -1.622 -0.601 2.960
C -1.094 0.322 3.861
C -1.778 0.635 5.024
C -2.998 0.030 5.290
C -3.532 -0.891 4.398
C -2.849 -1.209 3.236
C -1.805 -1.730 0.303
C -1.474 -2.903 -0.378
C -2.349 -3.430 -1.318
C -3.552 -2.791 -1.578
C -3.879 -1.615 -0.912
C -3.007 -1.080 0.021
H 4.083 -3.340 -0.224
H 4.227 -4.288 -2.501
H 2.901 -3.297 -4.337
H 1.495 -1.323 -3.932
H 0.814 3.177 -1.656
H 2.431 5.031 -1.670
H 4.857 4.561 -1.677
H 5.667 2.228 -1.692
H 4.073 0.365 -1.697
H -1.389 -0.942 -2.129
H -2.829 -0.967 -4.118
H -2.330 0.533 -6.023
H -0.375 2.036 -5.932
H 1.107 2.029 -3.978
H 3.637 -3.451 2.083
H 2.621 -5.300 3.374
H 0.188 -5.302 3.813
H -1.220 -3.467 3.003
H -0.140 0.797 3.658
H -1.363 1.351 5.720
H -3.535 0.276 6.196
H -4.481 -1.363 4.610
H -3.276 -1.926 2.548
H -0.548 -3.422 -0.167
H -2.096 -4.346 -1.834
H -4.242 -3.212 -2.297
H -4.817 -1.117 -1.118
H -3.269 -0.167 0.538
Cl -4.566 6.584 0.636
C -3.654 5.196 0.368
C -2.575 4.889 1.249
Cl -2.232 5.941 2.546
C -1.836 3.757 1.044
Cl -0.543 3.347 2.083
C -2.115 2.850 -0.054
O -1.469 1.813 -0.257
C -3.225 3.212 -0.933
Cl -3.539 2.154 -2.221
C -3.966 4.346 -0.724
Cl -5.260 4.750 -1.756
C 2.879 1.199 3.245
C 2.401 1.784 1.926
O 2.786 2.781 1.429
H 2.692 1.958 4.006
H 3.952 1.030 3.154
H 2.373 0.272 3.496
*
```

2.
Here is a 2-piece molecular cluster, C5H3FNO2S overall from OMol25. Energies are from ωB97M-V/def2-TZVPD.

Summary:
HOMO (alpha / beta) = -4.1 / -4.1 eV
gap between HOMO and LUMO (alpha / beta) = 6.90 / 6.90 eV
energy = -895.5414 Eh
LUMO level (alpha / beta) = 2.8164 / 2.8163 eV

Structure (ORCA input):
```
! RIJCOSX wB97M-V def2-TZVPD def2/J DEFGRID3
* xyz -1 1
C -0.817 1.127 -0.040
C -0.748 0.389 -2.298
C 0.182 0.163 -0.261
C 0.072 -1.171 1.813
C 1.060 -0.619 0.514
N 0.154 -0.214 -1.601
O 0.313 -2.235 2.303
O -0.781 -0.320 2.077
F 1.996 -1.312 -0.106
S -1.744 1.604 -1.429
H -0.894 1.809 0.775
H -1.027 0.241 -3.307
H 2.234 0.537 1.559
*
```

3.
Here is a 2-piece molecular cluster, C12H17N overall from OMol25. Energies are from ωB97M-V/def2-TZVPD.

Summary:
HOMO = -8.0 eV
gap between HOMO and LUMO = 8.93 eV
energy = -522.1234 Eh
LUMO level = 0.9011 eV
SMILES = Cc1c[nH]c2ccccc12.CCC

Structure (ORCA input):
```
! RIJCOSX wB97M-V def2-TZVPD def2/J DEFGRID3
* xyz 0 1
C 1.787 -0.960 1.734
C 0.755 -2.051 1.785
C 3.044 -1.303 2.665
H 1.384 0.003 2.018
H 2.201 -1.066 0.714
H 1.352 -3.018 1.874
H 0.026 -1.959 2.600
H 3.562 -2.209 2.365
H 2.661 -1.323 3.683
H -0.101 -2.213 1.009
H 3.826 -0.560 2.567
C 1.728 0.167 -2.253
C -0.288 0.465 -0.650
C 0.322 -0.157 -1.832
C -1.742 0.285 -0.797
C -0.698 -0.734 -2.590
C 0.240 1.379 0.259
C -2.465 0.822 0.209
C -0.626 1.975 1.168
C -1.923 1.624 1.212
N -1.969 -0.371 -2.009
H 1.339 1.863 0.034
H 2.080 0.161 -3.246
H 2.326 -0.459 -1.649
H -0.640 -1.242 -3.492
H -2.672 -1.119 -1.766
H -3.551 0.671 0.157
H -0.329 2.862 1.687
H -2.513 1.877 2.010
H 2.024 1.259 -1.963
*
```

4.
Here is C17H12CsN12 as an isolated structure from OMol25. Energies are from ωB97M-V/def2-TZVPD.

Summary:
HOMO = -3.8 eV
gap between HOMO and LUMO = 5.62 eV
energy = -1332.3079 Eh
LUMO level = 1.8013 eV

Structure (ORCA input):
```
! RIJCOSX wB97M-V def2-TZVPD def2/J DEFGRID3
* xyz -1 1
Cs -0.570 -0.298 -1.221
C 4.000 1.667 -1.834
C 4.681 2.010 -0.681
C 4.082 1.799 0.553
C 2.805 1.245 0.587
N 2.158 0.918 -0.525
C 2.728 1.118 -1.715
C 2.079 0.982 1.897
C 2.685 1.295 3.111
C 1.998 1.043 4.283
C 0.734 0.490 4.217
C 0.190 0.203 2.967
N 0.856 0.447 1.835
C -1.199 -0.406 2.858
C -1.966 -0.695 3.983
C -3.225 -1.250 3.804
C -3.682 -1.501 2.524
C -2.855 -1.184 1.452
N -1.646 -0.651 1.632
H 4.424 1.812 -2.818
H 5.673 2.440 -0.736
H 4.607 2.065 1.458
H 2.157 0.834 -2.602
H 3.673 1.726 3.149
H 2.445 1.277 5.241
H 0.187 0.289 5.125
H -1.603 -0.496 4.980
H -3.843 -1.484 4.663
H -4.655 -1.932 2.333
H -3.178 -1.367 0.424
N -2.297 -1.200 -4.931
C -3.082 -1.497 -3.821
N -4.296 -2.030 -3.946
N -4.718 -2.162 -2.671
N -3.812 -1.735 -1.854
N -2.735 -1.295 -2.562
C -1.021 -0.646 -4.987
N -0.403 -0.424 -6.145
N 0.781 0.106 -5.777
N 0.853 0.190 -4.490
N -0.297 -0.289 -3.940
H -2.710 -1.416 -5.820
*
```

5.
Here is a 2-piece molecular cluster, C15H14O5S2 overall from OMol25. Energies are from ωB97M-V/def2-TZVPD.

Summary:
HOMO = -7.1 eV
gap between HOMO and LUMO = 4.59 eV
energy = -1752.3835 Eh
LUMO level = -2.5075 eV

Structure (ORCA input):
```
! RIJCOSX wB97M-V def2-TZVPD def2/J DEFGRID3
* xyz 0 1
C 2.569 0.659 -2.801
O 1.192 0.999 -2.506
C 0.263 0.076 -2.531
C -1.102 0.449 -2.754
C -2.058 -0.593 -2.837
C -3.409 -0.293 -2.952
C -3.831 1.044 -2.991
C -2.885 2.083 -2.958
C -1.527 1.806 -2.858
H 3.072 1.622 -2.905
H 3.005 0.078 -1.976
H 2.631 0.096 -3.744
H 0.548 -0.985 -2.486
H -1.684 -1.618 -2.803
H -4.137 -1.104 -3.001
H -4.895 1.275 -3.028
H -3.219 3.120 -3.006
H -0.767 2.590 -2.850
C 1.887 -0.936 5.128
C 2.411 -0.495 3.911
C 1.580 -0.481 2.791
C 0.262 -0.887 2.880
C -0.272 -1.327 4.090
C 0.552 -1.350 5.217
S -0.681 -0.745 1.352
O -0.939 -2.079 0.850
O -1.779 0.170 1.579
C 0.545 0.001 0.471
S 2.072 0.132 1.172
O 2.465 1.515 1.325
O 2.986 -0.821 0.574
H 2.525 -0.951 6.012
H 3.445 -0.165 3.820
H -1.314 -1.639 4.136
H 0.147 -1.690 6.170
H 0.343 0.442 -0.489
*
```

6.
Here is H16O8Xe as an isolated structure from OMol25. Energies are from ωB97M-V/def2-TZVPD.

Summary:
HOMO = -10.3 eV
gap between HOMO and LUMO = 10.32 eV
energy = -940.8557 Eh
LUMO level = 0.0318 eV

Structure (ORCA input):
```
! RIJCOSX wB97M-V def2-TZVPD def2/J DEFGRID3
* xyz 0 1
Xe 0.669 -0.275 0.008
O -0.013 2.201 3.149
H -0.767 1.804 2.714
H 0.629 2.325 2.450
O 2.005 0.041 3.823
H 1.988 -0.236 4.739
H 1.340 0.727 3.767
O 3.391 -0.826 -2.766
H 2.716 -1.415 -3.104
H 3.132 0.040 -3.081
O -1.959 1.706 1.122
H -1.633 1.252 0.345
H -2.669 2.259 0.797
O -0.082 2.969 -0.810
H 0.230 2.924 0.093
H 0.622 3.411 -1.285
O -0.681 -3.370 0.666
H -1.337 -2.835 1.113
H -0.782 -4.242 1.047
O -1.842 -0.527 -2.952
H -1.915 0.365 -2.615
H -1.843 -0.426 -3.903
O -0.260 -2.851 -2.058
H -0.289 -3.042 -1.121
H -0.649 -1.980 -2.138
*
```

7.
Here is a 7-piece molecular cluster, C38H90NO16Si overall from OMol25. Energies are from ωB97M-V/def2-TZVPD.

Summary:
HOMO = -10.1 eV
gap between HOMO and LUMO = 7.44 eV
energy = -3049.4869 Eh
LUMO level = -2.6839 eV

Structure (ORCA input):
```
! RIJCOSX wB97M-V def2-TZVPD def2/J DEFGRID3
* xyz 1 1
C 2.989 -0.941 -2.397
Si 2.460 -2.212 -3.624
C 1.710 -1.352 -5.134
C 3.960 -3.181 -4.164
O 1.265 -3.185 -2.936
C 1.429 -4.589 -2.778
C 0.957 -5.354 -3.998
C -0.536 -5.150 -4.316
C -1.378 -4.890 -3.066
C -2.916 -4.947 -3.174
C -3.547 -3.937 -2.205
C -3.419 -2.498 -2.725
O -2.964 -1.563 -1.730
C -1.883 -0.866 -2.188
O -1.945 0.220 -2.745
C -1.082 -6.315 -5.139
O -0.199 -6.580 -6.212
C -0.279 -5.562 -7.181
C -0.151 -4.124 -6.631
N -0.649 -3.942 -5.215
H 3.722 -0.271 -2.855
H 2.150 -0.339 -2.045
H 3.471 -1.393 -1.525
H 1.968 -0.291 -5.128
H 2.097 -1.809 -6.048
H 0.616 -1.415 -5.152
H 3.802 -3.897 -4.972
H 4.673 -2.432 -4.529
H 4.441 -3.674 -3.316
H 0.831 -4.877 -1.910
H 2.460 -4.862 -2.531
H 1.127 -6.426 -3.858
H 1.554 -5.075 -4.870
H -1.068 -5.629 -2.324
H -1.071 -3.921 -2.654
H -3.229 -5.955 -2.891
H -3.295 -4.737 -4.182
H -4.606 -4.147 -2.061
H -3.076 -4.036 -1.222
H -2.708 -2.474 -3.564
H -4.371 -2.150 -3.127
H -0.925 -1.389 -2.030
H -1.175 -7.207 -4.523
H -2.063 -6.058 -5.564
H 0.557 -5.725 -7.865
H -1.201 -5.663 -7.767
H -0.765 -3.468 -7.253
H 0.866 -3.736 -6.685
H -1.612 -3.608 -5.228
H -0.100 -3.195 -4.774
C -4.215 1.397 -0.966
O -5.503 1.509 -0.388
C -5.556 0.859 0.868
C -5.277 1.762 2.050
O -3.978 2.324 2.009
C -3.932 3.635 1.463
H -4.145 2.151 -1.752
H -3.417 1.580 -0.242
H -4.053 0.427 -1.432
H -4.849 0.020 0.868
H -6.562 0.442 0.977
H -5.335 1.154 2.958
H -6.035 2.548 2.126
H -4.208 4.375 2.221
H -4.598 3.738 0.605
H -2.909 3.824 1.143
C 6.031 2.317 -5.248
O 6.280 1.186 -4.427
C 7.585 1.160 -3.867
C 7.651 1.740 -2.468
O 7.289 3.107 -2.418
C 5.939 3.330 -2.055
H 4.951 2.435 -5.329
H 6.455 3.227 -4.821
H 6.448 2.165 -6.249
H 8.284 1.684 -4.525
H 7.892 0.111 -3.819
H 8.685 1.668 -2.121
H 7.027 1.154 -1.783
H 5.816 3.304 -0.966
H 5.274 2.592 -2.507
H 5.662 4.319 -2.415
C -2.735 -3.410 1.448
O -3.860 -4.265 1.336
C -4.071 -5.083 2.480
C -5.056 -4.491 3.469
O -4.616 -3.259 4.008
C -5.127 -2.130 3.327
H -2.860 -2.605 0.723
H -2.649 -2.976 2.445
H -1.811 -3.956 1.219
H -3.117 -5.286 2.978
H -4.472 -6.035 2.122
H -5.162 -5.190 4.303
H -6.040 -4.375 3.002
H -6.129 -1.864 3.679
H -5.160 -2.305 2.249
H -4.451 -1.298 3.524
C -0.932 0.331 6.482
O -0.993 0.361 5.067
C -1.956 1.267 4.555
C -1.379 2.618 4.190
O -0.834 3.316 5.295
C 0.563 3.146 5.453
H 0.029 -0.099 6.761
H -1.010 1.330 6.913
H -1.731 -0.299 6.889
H -2.779 1.390 5.268
H -2.366 0.823 3.644
H -2.191 3.228 3.789
H -0.625 2.505 3.403
H 1.108 3.821 4.783
H 0.875 2.119 5.253
H 0.815 3.395 6.482
C 2.334 5.382 7.906
O 2.447 4.121 8.544
C 3.675 3.929 9.222
C 3.601 4.257 10.699
O 3.288 5.612 10.954
C 1.912 5.850 11.195
H 1.275 5.570 7.736
H 2.746 6.186 8.518
H 2.850 5.365 6.939
H 4.466 4.518 8.746
H 3.936 2.872 9.120
H 4.584 4.066 11.137
H 2.879 3.599 11.196
H 1.655 5.606 12.231
H 1.276 5.270 10.524
H 1.729 6.910 11.029
C -0.477 5.711 -2.363
O -0.767 4.488 -1.706
C -0.905 3.383 -2.578
C 0.367 2.571 -2.710
O 1.439 3.297 -3.284
C 2.344 3.848 -2.343
H -0.056 6.389 -1.622
H 0.243 5.577 -3.172
H -1.391 6.156 -2.768
H -1.247 3.712 -3.566
H -1.677 2.735 -2.156
H 0.167 1.727 -3.374
H 0.652 2.167 -1.732
H 3.071 3.085 -2.044
H 1.841 4.237 -1.456
H 2.874 4.661 -2.836
*
```

8.
Here is one molecule with the formula C19H28N4O4S2 from OMol25. Energies are from ωB97M-V/def2-TZVPD.

Summary:
HOMO = -8.6 eV
gap between HOMO and LUMO = 7.95 eV
energy = -2057.1147 Eh
LUMO level = -0.6266 eV
SMILES = CCOCCCN(C)C1CCN(S(=O)(=O)c2ccc(-c3ccc(=O)[nH]n3)s2)CC1

Structure (ORCA input):
```
! RIJCOSX wB97M-V def2-TZVPD def2/J DEFGRID3
* xyz 0 1
C -5.177 -0.895 0.660
H -6.030 -0.372 1.084
H -5.514 -1.847 0.258
H -4.778 -0.298 -0.156
C -4.127 -1.138 1.744
O -3.044 -1.937 1.324
C -2.109 -1.281 0.502
C -0.917 -2.209 0.294
H -0.503 -2.478 1.265
H -1.269 -3.123 -0.182
C 0.170 -1.538 -0.547
N 1.361 -2.367 -0.619
C 1.281 -3.342 -1.684
H 0.381 -3.937 -1.548
H 2.141 -4.008 -1.629
H 1.247 -2.890 -2.687
C 2.634 -1.664 -0.559
C 2.877 -1.143 0.865
C 4.225 -0.426 0.953
N 4.346 0.617 -0.035
S 3.934 2.150 0.409
O 4.546 2.409 1.675
O 4.193 3.010 -0.704
C 2.172 2.185 0.698
C 1.524 1.975 1.880
C 0.127 2.043 1.750
C -0.275 2.310 0.463
C -1.630 2.418 -0.022
N -2.596 2.262 0.845
N -3.842 2.343 0.423
C -4.290 2.569 -0.872
O -5.478 2.598 -1.113
C -3.198 2.743 -1.817
C -1.916 2.670 -1.404
H -1.091 2.797 -2.089
H -3.468 2.929 -2.845
H -4.549 2.215 1.142
S 1.095 2.502 -0.595
H -0.569 1.903 2.555
H 2.050 1.785 2.797
C 4.131 0.194 -1.397
C 2.793 -0.523 -1.583
H 1.978 0.191 -1.470
H 2.745 -0.928 -2.595
H 4.188 1.090 -2.016
H 4.953 -0.476 -1.671
H 4.364 0.047 1.926
H 5.040 -1.140 0.791
H 2.082 -0.458 1.157
H 2.861 -1.986 1.555
H 3.408 -2.412 -0.768
H 0.414 -0.586 -0.073
H -0.228 -1.315 -1.551
H -1.781 -0.344 0.984
H -2.553 -1.021 -0.472
H -4.579 -1.695 2.570
H -3.750 -0.178 2.131
*
```

> Look up the energy of the eighth one.

-2057.1147 Eh

> energy of number 6 (H16O8Xe)?

-940.8557 Eh